# 1
152
Properties=species:S:1:pos:R:3:mulliken_charge:R:1 method="wB97M-V/def2-TZVPD" gap_ev=8.09 spin_multiplicity=1 homo_energy_ev=-8.00
O 25.387 -7.584 -9.906 -0.63
C 24.922 -7.221 -10.972 -0.17
O 25.688 -7.056 -12.091 -0.43
C 24.879 -6.681 -13.217 -0.92
C 23.425 -6.929 -12.742 0.79
C 23.396 -7.053 -11.275 -0.15
H 25.217 -7.143 -14.145 0.49
H 25.120 -5.634 -13.402 0.46
H 23.132 -7.883 -13.179 -1.49
H 22.843 -6.107 -13.158 0.32
H 22.875 -7.989 -11.073 -0.15
H 22.890 -6.305 -10.664 0.89
O 21.209 -6.897 -13.142 -0.37
C 21.281 -7.891 -13.852 2.19
O 21.921 -9.055 -13.493 0.61
C 21.808 -10.108 -14.421 -0.79
C 20.842 -9.569 -15.367 -1.86
C 20.755 -8.059 -15.225 0.79
H 21.511 -11.003 -13.875 -0.57
H 22.778 -10.348 -14.857 -1.37
H 19.876 -10.009 -15.122 1.43
H 20.877 -9.943 -16.390 0.35
H 19.730 -7.703 -15.324 -1.71
H 21.416 -7.492 -15.881 0.95
O 16.902 -5.792 -14.994 -0.56
C 18.036 -5.355 -14.723 0.28
O 18.263 -4.024 -14.716 -0.42
C 19.640 -3.789 -14.314 -0.77
C 20.159 -5.081 -13.768 -0.36
C 19.315 -6.122 -14.454 1.65
H 19.666 -3.040 -13.523 0.50
H 20.263 -3.478 -15.153 0.44
H 20.088 -5.122 -12.681 0.60
H 21.200 -5.255 -14.039 -0.57
H 19.199 -7.068 -13.926 0.53
H 19.827 -6.349 -15.390 0.48
O 15.041 -9.372 -12.401 -0.78
C 16.059 -9.392 -13.133 -0.41
O 16.459 -10.427 -13.783 -0.44
C 17.604 -10.155 -14.544 0.59
C 18.132 -8.844 -13.881 -0.64
C 16.925 -8.192 -13.375 0.16
H 17.501 -9.928 -15.605 -0.28
H 18.353 -10.947 -14.533 0.51
H 18.525 -8.164 -14.637 0.11
H 18.828 -8.934 -13.046 1.14
H 16.471 -7.668 -14.217 0.46
H 16.926 -7.526 -12.513 0.49
O 18.399 -7.485 -12.526 -0.58
C 19.182 -7.580 -11.543 0.44
O 19.148 -6.704 -10.525 -0.54
C 20.119 -7.040 -9.520 -1.10
C 21.147 -7.853 -10.360 -0.33
C 20.311 -8.526 -11.358 1.03
H 19.636 -7.688 -8.789 0.33
H 20.572 -6.201 -8.992 0.42
H 21.654 -8.618 -9.771 0.53
H 21.784 -7.098 -10.821 -1.11
H 19.976 -9.496 -10.989 0.22
H 20.806 -8.702 -12.313 -0.17
O 19.948 -5.228 -17.196 -0.35
C 18.955 -5.900 -17.001 -0.12
O 18.944 -7.139 -16.499 0.40
C 17.642 -7.774 -16.283 0.70
C 16.992 -7.126 -17.492 -0.85
C 17.595 -5.729 -17.559 -1.11
H 17.143 -7.605 -15.329 -0.39
H 17.791 -8.843 -16.434 -0.61
H 15.913 -7.057 -17.357 0.54
H 17.228 -7.648 -18.420 0.31
H 17.096 -5.010 -16.910 0.42
H 17.491 -5.448 -18.607 0.47
N 22.775 -12.230 -12.571 -0.15
C 22.302 -13.533 -12.477 -0.32
C 22.311 -14.090 -13.760 -1.82
C 22.978 -13.137 -14.581 -1.04
C 23.198 -11.979 -13.873 1.02
H 22.886 -11.624 -11.770 -1.54
H 21.880 -13.886 -11.548 0.57
H 21.942 -15.068 -14.032 0.43
H 23.087 -13.209 -15.653 1.64
H 23.497 -10.963 -14.085 -0.34
N 21.933 -12.847 -18.059 -0.18
C 22.161 -12.624 -16.750 -2.24
C 23.096 -11.609 -16.596 1.06
C 23.597 -11.265 -17.850 -0.29
C 22.897 -12.120 -18.736 -1.97
H 21.239 -13.472 -18.444 0.32
H 21.590 -13.155 -16.003 2.61
H 23.456 -11.192 -15.668 0.56
H 24.310 -10.495 -18.104 0.70
H 23.045 -12.153 -19.806 0.31
N 22.857 -11.543 -10.322 0.74
C 24.131 -11.623 -10.785 -1.07
C 24.366 -10.541 -11.652 -0.46
C 23.117 -9.929 -11.913 2.67
C 22.205 -10.576 -11.017 -1.56
H 22.361 -12.202 -9.739 0.38
H 24.837 -12.330 -10.374 0.51
H 25.301 -10.261 -12.114 0.76
H 22.913 -9.101 -12.577 -0.53
H 21.145 -10.528 -10.816 -0.59
N 24.124 -8.295 -16.269 0.30
C 24.758 -9.489 -16.384 -1.58
C 24.919 -10.033 -15.096 -0.73
C 24.244 -9.172 -14.205 0.85
C 23.755 -8.115 -14.967 0.41
H 23.783 -7.723 -17.028 0.97
H 25.031 -9.834 -17.370 0.96
H 25.396 -10.976 -14.871 0.71
H 24.253 -9.231 -13.127 -0.21
H 23.199 -7.245 -14.649 1.13
N 22.395 -7.762 -17.922 0.11
C 22.283 -9.168 -18.088 -0.87
C 20.966 -9.522 -18.078 -1.07
C 20.302 -8.311 -17.858 0.27
C 21.169 -7.226 -17.776 -1.44
H 23.289 -7.293 -17.923 0.06
H 23.107 -9.863 -18.160 0.64
H 20.602 -10.535 -18.168 1.73
H 19.250 -8.163 -17.665 -0.28
H 21.080 -6.157 -17.654 1.04
N 19.373 -12.566 -16.270 -0.15
C 19.542 -11.380 -16.964 1.69
C 18.351 -10.775 -17.183 -0.80
C 17.366 -11.569 -16.545 -0.61
C 18.029 -12.626 -15.872 -1.53
H 20.140 -13.162 -15.992 0.31
H 20.570 -11.154 -17.206 -1.41
H 18.167 -9.840 -17.692 1.36
H 16.304 -11.377 -16.507 0.39
H 17.789 -13.379 -15.136 0.67
C 21.408 -3.780 -17.028 -0.77
C 22.765 -4.417 -16.725 -0.51
O 23.677 -3.659 -16.905 -0.61
C 22.835 -5.825 -16.186 0.39
H 21.039 -4.013 -18.027 0.16
H 21.454 -2.706 -16.846 0.54
H 20.710 -4.216 -16.314 -0.22
H 23.773 -5.851 -15.632 0.74
H 22.865 -6.654 -16.893 -1.99
H 22.012 -6.027 -15.500 -0.15
C 19.795 -12.195 -13.933 -1.37
C 19.683 -11.312 -12.758 0.88
O 19.352 -10.129 -12.895 0.59
C 19.906 -11.877 -11.330 -1.64
H 19.930 -11.644 -14.864 -2.15
H 18.997 -12.925 -14.070 1.43
H 20.765 -12.685 -14.009 0.50
H 19.999 -11.091 -10.580 0.77
H 20.881 -12.361 -11.283 -0.22
H 19.132 -12.586 -11.036 0.62

***

# 2
62
Properties=species:S:1:pos:R:3:nbo_charge:R:1 method="wB97M-V/def2-TZVPD" gap_ev="5.35 / 4.38" spin_multiplicity=2 s_squared=1.046 homo_energy_ev="-2.36 / -2.35" charge=-2
Co 0.803 0.082 -0.936 1.32
C -3.564 3.469 2.800 -1.11
Si -3.557 1.585 3.004 1.65
C -3.924 1.291 4.859 -1.12
C -4.970 0.695 2.104 -1.11
C -1.887 0.787 2.647 -0.53
C -1.144 0.121 3.596 -0.15
C 0.092 -0.443 3.269 -0.34
C 0.525 -0.337 1.971 0.07
N -0.183 0.269 1.008 -0.49
C -1.372 0.864 1.310 0.09
S -2.282 1.722 0.166 -0.30
H -4.362 3.930 3.388 0.21
H -3.697 3.751 1.759 0.26
H -2.615 3.898 3.126 0.24
H -4.893 1.728 5.110 0.22
H -3.178 1.754 5.507 0.22
H -3.974 0.228 5.104 0.22
H -5.944 1.100 2.388 0.21
H -4.963 -0.370 2.346 0.22
H -4.860 0.788 1.027 0.27
H -1.521 0.043 4.610 0.20
H 0.704 -0.940 4.008 0.21
H 1.485 -0.738 1.671 0.23
C 2.638 -4.991 -0.696 -0.40
N 1.712 -3.893 -0.546 -0.32
C 0.493 -3.888 0.081 -0.10
C 0.019 -2.619 -0.012 -0.05
N 0.941 -1.848 -0.679 -0.52
C 1.939 -2.655 -0.989 0.24
H 2.185 -5.902 -0.311 0.20
H 3.555 -4.774 -0.146 0.23
H 2.884 -5.119 -1.749 0.22
H 0.074 -4.769 0.533 0.21
H -0.923 -2.222 0.322 0.26
H 2.822 -2.430 -1.552 0.24
F -2.927 -0.429 -2.949 -0.55
B -2.074 -1.198 -2.190 1.37
F -2.670 -1.657 -1.024 -0.56
F -1.541 -2.252 -2.923 -0.57
F -0.920 -0.349 -1.796 -0.56
C 2.446 -0.229 -5.487 -0.87
Te 2.416 -0.168 -3.331 1.14
C 2.427 1.984 -3.549 -0.94
H 1.659 0.418 -5.868 0.22
H 2.290 -1.251 -5.811 0.25
H 3.416 0.122 -5.828 0.22
H 3.132 2.268 -4.329 0.21
H 2.731 2.428 -2.607 0.27
H 1.421 2.324 -3.795 0.23
N -0.918 5.987 0.400 -0.51
C -0.430 5.077 -0.128 0.47
N 0.189 4.177 -0.820 -0.67
C 0.307 2.939 -0.921 0.70
N 0.576 1.848 -1.261 -0.65
F 4.755 0.710 0.742 -0.64
Te 4.108 -0.242 -0.797 2.54
F 3.118 -2.301 -3.758 -0.78
F 6.192 -0.499 -0.873 -0.71
F 4.171 -1.753 0.617 -0.71
F 4.632 1.506 -1.591 -0.70
O 2.436 0.371 -0.217 -1.11

***

# 3
118
Properties=species:S:1:pos:R:3:mulliken_charge:R:1 method="wB97M-V/def2-TZVPD" gap_ev=6.52 spin_multiplicity=1 homo_energy_ev=-10.16 charge=+1
C -1.786 0.146 4.825 -1.00
C -2.498 -1.111 4.803 -0.29
C -3.636 -1.551 3.765 -0.23
C -3.700 -0.687 2.415 -0.30
N -4.549 0.539 2.343 0.52
C -5.058 0.990 3.673 -0.85
C -3.917 1.631 1.569 0.45
C -2.910 2.667 2.254 -0.73
O -4.186 1.730 0.335 -0.57
C -4.519 -1.695 1.428 -1.01
C -3.422 -2.622 0.703 -0.77
C -2.148 -1.632 0.928 0.31
C -0.902 -2.076 0.041 -0.88
C 0.139 -0.914 -0.290 0.88
C 0.743 0.094 0.716 -0.38
C 1.801 1.161 0.249 -0.79
C 2.318 1.250 -1.234 0.62
C 3.441 2.322 -1.677 -1.05
C 1.694 0.251 -2.273 -0.70
C 0.617 -0.826 -1.787 -0.84
N -2.312 -0.644 1.795 0.79
H -0.708 0.272 4.454 0.37
H -2.284 1.072 5.291 0.21
H -2.189 -1.907 5.586 0.12
H -4.654 -1.652 4.305 0.47
H -3.372 -2.632 3.442 0.21
H -5.756 0.208 4.161 0.29
H -4.256 1.295 4.425 0.20
H -5.725 1.923 3.523 0.39
H -3.511 3.570 2.636 0.31
H -2.285 2.191 3.088 0.17
H -2.159 2.978 1.433 0.28
H -5.142 -1.012 0.756 0.48
H -5.335 -2.323 1.949 0.24
H -3.835 -2.670 -0.376 0.41
H -3.268 -3.642 1.192 0.37
H -0.380 -3.002 0.495 0.39
H -1.341 -2.437 -0.967 0.41
H 0.443 0.071 1.814 0.46
H 2.281 1.901 0.980 0.31
H 4.151 2.478 -0.775 0.29
H 3.011 3.340 -1.956 0.29
H 4.123 1.898 -2.509 0.30
H 1.997 0.227 -3.384 0.31
H 0.220 -1.547 -2.594 0.37
H -1.595 0.065 2.028 0.14
F 6.731 5.018 -4.971 -0.21
C 6.440 5.583 -3.788 0.32
C 6.215 6.949 -3.723 -0.58
C 5.909 7.533 -2.498 -0.37
C 5.842 6.746 -1.350 -0.56
C 6.075 5.376 -1.427 -0.37
C 6.370 4.790 -2.654 -0.26
H 6.279 7.547 -4.625 0.41
H 5.723 8.600 -2.437 0.37
H 5.607 7.203 -0.394 0.37
H 6.027 4.765 -0.532 0.38
H 6.546 3.723 -2.734 0.46
F 0.392 -4.658 -1.950 -0.24
C 1.657 -4.948 -2.312 0.30
C 2.630 -3.964 -2.230 0.00
C 3.937 -4.263 -2.598 -0.57
C 4.255 -5.540 -3.055 -0.47
C 3.268 -6.519 -3.137 -0.46
C 1.963 -6.223 -2.759 -0.47
H 2.362 -2.973 -1.880 0.40
H 4.708 -3.502 -2.531 0.38
H 5.274 -5.772 -3.346 0.37
H 3.516 -7.512 -3.497 0.37
H 1.184 -6.975 -2.808 0.42
F -3.839 2.502 6.237 -0.30
C -4.570 2.000 7.249 0.28
C -4.583 0.631 7.466 0.27
C -5.335 0.112 8.515 -0.59
C -6.074 0.967 9.329 -0.50
C -6.057 2.339 9.099 -0.47
C -5.297 2.860 8.057 -0.53
H -4.008 -0.021 6.817 0.25
H -5.346 -0.958 8.698 0.38
H -6.663 0.561 10.145 0.38
H -6.636 3.004 9.731 0.37
H -5.266 3.927 7.869 0.41
F -5.223 -4.586 5.463 -0.30
C -4.255 -5.455 5.128 0.17
C -2.929 -5.061 5.213 0.04
C -1.924 -5.962 4.871 -0.53
C -2.259 -7.242 4.437 -0.46
C -3.595 -7.625 4.351 -0.43
C -4.599 -6.729 4.704 -0.42
H -2.688 -4.058 5.544 0.38
H -0.883 -5.666 4.941 0.39
H -1.476 -7.943 4.166 0.40
H -3.854 -8.622 4.010 0.38
H -5.644 -7.013 4.652 0.44
F -0.114 -0.032 -4.524 -0.28
C -1.145 0.825 -4.639 0.32
C -1.541 1.248 -5.898 -0.55
C -2.611 2.130 -6.017 -0.44
C -3.264 2.588 -4.874 -0.52
C -2.854 2.160 -3.615 -0.57
C -1.792 1.270 -3.496 -0.02
H -1.016 0.888 -6.774 0.43
H -2.934 2.461 -6.997 0.37
H -4.095 3.279 -4.968 0.38
H -3.361 2.521 -2.726 0.41
H -1.464 0.920 -2.523 0.45
F 8.879 0.892 -10.505 -0.31
C 8.469 1.572 -9.424 0.16
C 7.651 0.947 -8.496 -0.35
C 7.229 1.651 -7.373 -0.46
C 7.621 2.975 -7.195 -0.25
C 8.439 3.595 -8.136 -0.57
C 8.870 2.888 -9.254 -0.32
H 7.349 -0.082 -8.655 0.40
H 6.595 1.168 -6.636 0.37
H 7.288 3.525 -6.321 0.58
H 8.741 4.628 -7.999 0.36
H 9.514 3.352 -9.992 0.41